Below is a structure of composition C20H50FeN7O5P2 at a distorted geometry, with properties calculated with ωB97M-V/def2-TZVPD.

Last column: Löwdin charge in e.
Geometry (Å):
Fe: -0.464 -0.174 -0.539  1.084
C: 0.996 -1.421 5.084  -0.057
N: 0.226 -0.712 4.056  -0.281
C: -0.524 0.447 4.546  -0.062
P: 0.545 -0.949 2.496  0.514
O: -0.405 -0.173 1.612  -0.324
O: 2.062 -0.448 2.224  -0.247
P: 2.503 0.216 0.823  0.503
O: 1.622 -0.319 -0.278  -0.313
N: 4.052 -0.127 0.548  -0.283
C: 4.445 -1.289 -0.260  -0.068
C: 5.118 0.420 1.393  -0.057
N: 2.401 1.826 1.120  -0.271
C: 2.126 2.644 -0.069  -0.069
C: 1.824 2.359 2.360  -0.068
N: 0.624 -2.565 2.256  -0.270
C: 1.775 -3.220 1.621  -0.069
C: -0.664 -3.158 1.856  -0.067
H: 0.316 -1.778 5.857  0.100
H: 1.729 -0.756 5.543  0.096
H: 1.509 -2.274 4.649  0.082
H: -1.267 0.112 5.269  0.100
H: -1.030 0.939 3.720  0.061
H: 0.138 1.162 5.039  0.094
H: 3.593 -1.645 -0.832  0.072
H: 4.819 -2.097 0.372  0.093
H: 5.237 -0.993 -0.948  0.096
H: 4.753 1.277 1.953  0.081
H: 5.946 0.739 0.761  0.098
H: 5.485 -0.336 2.090  0.097
H: 2.753 2.308 -0.895  0.084
H: 2.376 3.680 0.148  0.102
H: 1.081 2.579 -0.387  0.060
H: 2.175 1.783 3.212  0.085
H: 0.731 2.348 2.352  0.070
H: 2.169 3.385 2.483  0.102
H: 2.699 -2.721 1.898  0.075
H: 1.686 -3.227 0.530  0.085
H: 1.824 -4.248 1.979  0.101
H: -1.468 -2.739 2.462  0.096
H: -0.625 -4.232 2.028  0.104
H: -0.879 -2.967 0.806  0.045
C: 1.833 0.552 -5.366  0.001
N: 0.769 0.425 -4.359  -0.134
C: -0.504 -0.147 -4.787  0.004
C: 0.961 0.847 -3.135  -0.238
O: 0.099 0.835 -2.226  -0.135
H: 1.561 -0.042 -6.233  0.100
H: 2.778 0.184 -4.971  0.100
H: 1.952 1.587 -5.680  0.106
H: -0.960 0.484 -5.549  0.113
H: -1.169 -0.221 -3.932  0.072
H: -0.333 -1.137 -5.208  0.106
H: 1.958 1.260 -2.949  0.155
C: -1.183 -3.970 -1.670  -0.039
C: -1.627 -2.594 -2.133  -0.481
C: -3.136 -2.498 -2.277  -0.036
O: -1.162 -1.579 -1.250  -0.271
H: -1.419 -4.708 -2.435  0.097
H: -1.696 -4.249 -0.749  0.080
H: -0.106 -3.985 -1.495  0.081
H: -1.176 -2.411 -3.114  0.124
H: -3.619 -2.651 -1.311  0.094
H: -3.491 -3.257 -2.973  0.098
H: -3.421 -1.516 -2.658  0.070
C: -3.417 0.697 -0.250  -0.118
C: -4.542 1.763 -0.061  -0.123
N: -3.945 3.089 -0.052  -0.165
C: -3.295 3.368 -1.321  -0.123
C: -2.176 2.311 -1.569  -0.133
N: -2.117 1.398 -0.402  -0.197
C: -1.843 2.196 0.825  -0.141
C: -3.001 3.214 1.040  -0.127
H: -3.593 0.098 -1.143  0.097
H: -3.351 0.027 0.609  0.125
H: -5.072 1.605 0.877  0.126
H: -5.264 1.707 -0.874  0.127
H: -2.880 4.375 -1.288  0.126
H: -4.042 3.325 -2.112  0.126
H: -1.201 2.774 -1.699  0.106
H: -2.389 1.719 -2.459  0.117
H: -0.889 2.709 0.690  0.102
H: -1.758 1.516 1.665  0.077
H: -2.626 4.236 1.071  0.127
H: -3.523 3.008 1.975  0.126

Calculated values
Charge: +2
<S²>: 8.76
HOMO level (spin up / spin down) in eV: -13.156 / -13.173
Gap between HOMO and LUMO (spin up / spin down) in eV: 9.0 / 6.6
Total energy in eV: -95177.040
Spin multiplicity: 6

Below is a cluster of 14 separate species, H28O14 in total at a distorted geometry, with properties calculated with ωB97M-V/def2-TZVPD.

Last column: Löwdin charge in e.
Geometry (Å):
O: 2.841 11.256 0.234  -0.140
H: 3.356 11.935 0.716  -0.079
H: 3.201 10.938 -0.716  0.123
O: 1.098 12.466 2.679  -0.035
H: 1.667 13.200 2.626  0.016
H: 0.153 12.735 2.739  0.099
O: 0.375 9.198 0.240  -0.117
H: 1.346 9.620 0.354  0.078
H: 0.547 8.342 0.607  -0.045
O: 4.073 13.073 1.233  0.048
H: 3.402 13.659 1.352  0.013
H: 4.492 12.877 2.045  -0.011
O: 5.032 12.844 3.665  -0.124
H: 4.226 12.486 4.218  0.048
H: 5.177 13.837 3.838  0.105
O: 5.159 8.002 4.536  -0.091
H: 5.074 8.937 4.963  0.065
H: 4.514 7.603 5.141  0.020
O: 0.697 7.055 1.951  -0.111
H: -0.259 7.077 2.111  0.055
H: 1.322 7.280 2.745  0.058
O: 4.356 8.599 1.478  0.041
H: 4.081 7.969 0.925  0.040
H: 4.451 8.011 2.163  0.033
O: 2.991 9.848 3.214  -0.045
H: 3.426 9.353 2.484  -0.014
H: 2.754 10.727 2.946  -0.012
O: 1.702 7.236 4.526  -0.025
H: 1.072 7.309 5.276  0.090
H: 1.959 8.093 4.360  -0.043
O: 5.790 10.133 0.037  -0.122
H: 5.583 9.765 1.019  0.094
H: 4.924 10.030 -0.340  -0.034
O: 3.449 9.333 6.402  -0.108
H: 3.730 10.081 5.761  0.068
H: 2.990 9.545 7.249  0.067
O: -0.412 10.178 2.806  -0.107
H: 0.218 10.282 2.085  -0.020
H: -1.246 10.622 2.406  0.089
O: 2.680 12.590 5.010  -0.113
H: 2.112 13.210 5.492  0.062
H: 2.045 12.280 4.207  0.084

Calculated values
Charge: 0
HOMO level in eV: -10.239
Gap between HOMO and LUMO in eV: 9.8
Relative energy (zero: lowest compared OMol25 entry of this formula, charge and spin) in eV: 4.472
Total energy in eV: -29117.180

Below is a structure of composition C37H30FeN6O4Se at a distorted geometry, with properties calculated with ωB97M-V/def2-TZVPD.

Last column: Löwdin charge in e.
Geometry (Å):
Fe: 1.342 -1.456 0.525  0.812
C: 4.398 -1.678 -0.431  -0.044
O: 3.649 -0.975 0.592  -0.160
C: 4.093 0.293 0.828  -0.196
C: 5.130 0.860 0.084  -0.043
C: 5.530 2.191 0.256  -0.079
C: 4.947 2.957 1.250  -0.103
C: 4.010 2.388 2.083  -0.014
C: 3.447 1.095 1.870  -0.163
N: 2.300 0.795 2.561  0.094
N: 1.873 -0.425 2.422  0.032
C: 1.020 -0.977 3.313  -0.165
C: 0.786 -2.386 3.103  -0.359
O: 1.311 -2.888 2.041  -0.130
C: -0.045 -3.089 4.001  -0.012
C: -0.656 -2.437 5.035  -0.031
C: -0.496 -1.052 5.243  -0.175
C: -1.180 -0.422 6.308  -0.051
C: -1.074 0.930 6.508  -0.095
C: -0.266 1.685 5.630  -0.070
C: 0.379 1.119 4.542  -0.019
C: 0.318 -0.272 4.330  -0.081
H: 5.466 -1.638 -0.204  0.098
H: 4.221 -1.230 -1.411  0.098
H: 4.066 -2.714 -0.399  0.091
H: 5.593 0.311 -0.723  0.094
H: 6.281 2.618 -0.394  0.102
H: 5.205 4.004 1.356  0.103
H: 3.622 3.005 2.886  0.110
H: -0.190 -4.165 3.850  0.118
H: -1.285 -2.985 5.747  0.119
H: -1.776 -1.047 6.988  0.114
H: -1.554 1.425 7.347  0.098
H: -0.138 2.751 5.792  0.100
H: 0.978 1.723 3.888  0.079
C: -6.054 0.828 -2.613  -0.064
C: -4.579 0.491 -2.651  -0.229
C: -4.190 -0.850 -2.507  -0.077
C: -2.858 -1.220 -2.652  -0.105
C: -1.857 -0.288 -2.896  -0.024
C: -2.180 1.081 -3.033  -0.191
N: -1.292 2.069 -3.419  0.091
C: 0.130 2.032 -3.501  -0.152
C: 0.715 2.538 -4.677  -0.030
C: 2.087 2.547 -4.858  -0.102
C: 2.926 2.042 -3.892  -0.092
C: 2.383 1.522 -2.721  -0.030
C: 1.014 1.553 -2.465  -0.038
C: 0.568 1.020 -1.079  -0.543
O: -0.487 1.431 -0.591  0.051
O: 1.379 0.193 -0.477  -0.151
C: -3.562 1.448 -2.907  -0.151
C: -3.983 2.871 -3.158  -0.052
H: -6.599 -0.117 -2.452  0.074
H: -6.391 1.252 -3.565  0.084
H: -6.323 1.527 -1.813  0.082
H: -4.937 -1.602 -2.238  0.099
H: -2.591 -2.274 -2.556  0.090
H: -0.826 -0.602 -2.993  0.106
H: -1.726 2.942 -3.715  0.121
H: 0.068 2.934 -5.452  0.109
H: 2.522 3.000 -5.747  0.104
H: 3.994 2.018 -4.037  0.097
H: 3.045 1.058 -2.009  0.092
H: -3.463 3.593 -2.533  0.084
H: -5.045 2.982 -2.947  0.061
H: -3.780 3.192 -4.191  0.090
Se: 0.981 -4.415 -1.840  1.172
N: -0.635 -4.955 -1.353  -0.258
C: -1.329 -4.027 -0.675  -0.342
C: -2.619 -4.155 -0.072  0.032
C: -2.976 -3.153 0.817  -0.032
C: -2.195 -2.010 0.978  -0.052
N: -1.027 -1.775 0.344  0.136
C: -0.580 -2.781 -0.456  -0.429
N: 0.679 -2.818 -0.960  -0.275
H: -3.234 -5.025 -0.241  0.119
H: -3.921 -3.194 1.367  0.120
H: -2.556 -1.218 1.615  0.130

Calculated values
Charge: 0
<S²>: 6.02
HOMO level (spin up / spin down) in eV: -6.894 / -6.913
Gap between HOMO and LUMO (spin up / spin down) in eV: 4.7 / 4.7
Relative energy (zero: lowest compared OMol25 entry of this formula, charge and spin) in eV: 0.000
Total energy in eV: -155718.690
Spin multiplicity: 5

Below is the ion C4H10NO3 with charge +1 at a distorted geometry, with properties calculated with ωB97M-V/def2-TZVPD.

Last column: Löwdin charge in e.
Geometry (Å):
C: 0.326 2.126 -0.475  -0.002
C: 0.938 0.783 -0.193  -0.377
O: 2.095 0.781 0.651  -0.024
C: 0.003 -0.165 0.535  -0.145
N: 0.779 -1.427 0.863  0.261
C: -1.245 -0.492 -0.237  -0.470
O: -2.227 0.170 -0.252  0.196
O: -1.071 -1.668 -0.909  0.111
H: -0.534 2.011 -1.148  0.101
H: 1.034 2.797 -0.969  0.104
H: -0.050 2.584 0.437  0.106
H: 1.252 0.283 -1.116  0.164
H: 2.634 1.562 0.482  0.122
H: -0.348 0.259 1.480  0.186
H: 1.774 -1.207 0.721  0.165
H: 0.457 -2.212 0.287  0.164
H: 0.642 -1.658 1.844  0.183
H: -1.874 -1.879 -1.413  0.156

Calculated values
Charge: +1
HOMO level in eV: -15.291
Gap between HOMO and LUMO in eV: 11.9
Relative energy (zero: lowest compared OMol25 entry of this formula, charge and spin) in eV: 0.046
SMILES: C[C@@H](O)[C@H]([NH3+])C(=O)O
Total energy in eV: -11936.566